No. 1
Entry from the Open Molecules 2025 dataset: C33H97HgN15O6P5 as an isolated structure (ωB97M-V/def2-TZVPD).

Structure (XYZ):
```
157
Properties=species:S:1:pos:R:3:mulliken_charge:R:1
Hg -0.27877 0.03227 -0.26262 4.46
C -2.94823 -2.80158 -0.04252 -1.31
C -2.11923 -2.05633 -1.06945 3.14
C -2.63230 -2.23995 -2.46456 -1.61
O -2.04585 -0.70897 -0.73401 0.12
H -3.08967 -3.86506 -0.32238 0.38
H -3.95236 -2.40678 0.24706 0.19
H -2.44167 -2.91299 0.93750 0.16
H -1.07986 -2.47275 -1.14164 -2.54
H -2.69175 -3.30150 -2.72611 0.45
H -1.87105 -1.84038 -3.16339 0.07
H -3.65921 -1.82800 -2.61037 0.42
O 0.50999 -1.88128 1.91048 0.21
P 0.25081 -3.12661 2.71101 -0.66
N -1.33590 -3.15600 3.00546 0.23
C -1.98967 -4.35850 3.60161 -1.13
C -2.02028 -1.86819 3.14657 -1.60
N 1.16567 -3.08019 4.11724 0.67
C 2.62070 -3.19154 3.94881 -1.21
C 0.71786 -2.80421 5.48873 -1.19
N 0.69782 -4.59477 2.01772 1.00
C 0.23655 -4.82470 0.66640 -0.97
C 0.96291 -5.81495 2.76937 -1.17
H -1.74865 -5.21257 2.97529 0.29
H -3.05365 -4.19529 3.60090 0.39
H -1.67014 -4.59123 4.62726 0.28
H -3.04041 -1.90426 2.77405 0.49
H -1.50927 -1.13939 2.52788 0.34
H -2.05252 -1.45967 4.15813 0.50
H 3.05556 -4.18568 4.09483 0.25
H 2.84699 -2.91243 2.89965 0.22
H 3.13959 -2.53699 4.69189 0.36
H 1.28806 -1.95568 5.84254 0.37
H -0.32115 -2.51842 5.49420 0.32
H 0.87234 -3.66176 6.18384 0.24
H -0.78115 -5.24533 0.70026 0.33
H 0.21198 -3.83600 0.19253 -0.10
H 0.93324 -5.50192 0.16967 0.36
H 0.09092 -6.46148 2.76848 0.37
H 1.28836 -5.49162 3.73692 0.36
H 1.73677 -6.42332 2.30655 0.22
O -1.84186 1.83354 1.15523 -0.50
P -2.77810 2.45875 2.17543 -0.81
N -2.85182 4.20321 2.13136 0.68
C -2.52212 5.05735 3.30726 -0.97
C -3.36585 4.83118 0.89559 -1.16
N -2.32063 2.04441 3.76011 0.99
C -3.20983 2.10198 4.95459 -1.15
C -0.86343 1.73566 4.03936 -1.24
N -4.41170 2.04632 1.99987 0.90
C -4.73254 0.90291 1.12100 -0.79
C -5.52998 2.75754 2.68792 -1.31
H -3.31975 5.78654 3.52960 0.31
H -1.59627 5.68346 3.16783 0.29
H -2.30586 4.42017 4.16979 0.21
H -3.00295 4.35436 0.02544 0.25
H -2.96898 5.82151 0.96335 0.47
H -4.45964 4.96018 0.87063 0.20
H -2.97721 1.26372 5.67097 0.31
H -3.15015 3.04891 5.57962 0.30
H -4.21613 1.86151 4.67567 0.39
H -0.84939 1.01535 4.85468 0.45
H -0.47118 1.31995 3.11885 0.11
H -0.26739 2.58725 4.32171 0.24
H -3.84684 0.31713 0.99012 -0.10
H -5.52130 0.28755 1.56877 0.39
H -5.10905 1.21041 0.13542 0.17
H -6.12941 1.98823 3.23192 0.38
H -6.19573 3.12345 1.86798 0.36
H -5.19425 3.53183 3.37632 0.34
O 0.97464 -1.81701 -1.84452 0.72
P 2.16909 -2.46154 -2.39149 -1.35
N 3.52316 -2.49385 -1.34404 0.96
C 3.29723 -2.84995 0.06956 -1.63
C 4.92363 -2.66359 -1.73318 -1.31
N 2.84278 -1.85454 -3.76411 0.37
C 2.85985 -0.36792 -3.81863 -1.64
C 2.80154 -2.56646 -5.05859 -1.13
N 1.91554 -4.11382 -2.74894 0.70
C 0.56024 -4.53256 -3.20730 -0.98
C 2.83841 -5.21635 -2.41626 -0.82
H 3.07939 -3.91699 0.13250 0.40
H 2.47948 -2.24009 0.48883 0.10
H 4.23843 -2.61998 0.55471 0.59
H 5.08759 -2.32676 -2.76200 0.36
H 5.34298 -3.69180 -1.64887 0.39
H 5.57726 -2.05833 -1.09158 0.32
H 2.56175 0.02051 -4.76045 0.55
H 2.24842 0.04312 -3.01843 0.31
H 3.87049 0.02943 -3.73339 0.34
H 2.91860 -3.62020 -4.92766 0.30
H 1.93100 -2.36238 -5.66798 0.26
H 3.60780 -2.09413 -5.65902 0.44
H 0.36387 -5.53694 -2.85812 0.36
H -0.14402 -3.80356 -2.78156 0.12
H 0.49313 -4.45886 -4.30277 0.22
H 3.74940 -4.85570 -1.89764 0.07
H 3.14692 -5.78209 -3.30361 0.28
H 2.33135 -5.89474 -1.71057 0.27
O -0.58512 1.80395 -2.15606 -0.20
P -1.19559 2.36865 -3.36893 -0.68
N -0.93823 1.30501 -4.66406 0.99
C -0.86436 1.63996 -6.12504 -1.19
C -1.41739 -0.06063 -4.30693 -0.75
N -0.53616 3.82516 -3.97469 -0.06
C 0.90448 3.88965 -4.35736 -0.82
C -0.94034 5.01897 -3.20692 -0.79
N -2.83437 2.62949 -3.14970 0.35
C -3.52380 1.91387 -2.04632 -1.10
C -3.72613 2.72698 -4.33775 -1.13
H -1.83196 1.49102 -6.64001 0.25
H -0.06187 1.15698 -6.67578 0.29
H -0.52805 2.68938 -6.20750 0.45
H -2.22757 -0.36923 -4.94645 0.35
H -1.66821 -0.12141 -3.25167 -0.58
H -0.57746 -0.76660 -4.41426 0.32
H 1.56194 3.86917 -3.43508 0.10
H 1.12079 2.95081 -4.85539 0.33
H 1.10820 4.80027 -4.90750 0.34
H -0.41365 4.92028 -2.22988 0.04
H -0.70942 5.96502 -3.61931 0.42
H -2.01274 4.91606 -3.01089 0.30
H -3.81649 0.84633 -2.22711 0.12
H -2.90614 1.86479 -1.14267 0.03
H -4.46231 2.40148 -1.79816 0.64
H -3.28788 3.32998 -5.13028 0.31
H -4.65632 3.16308 -3.98408 0.41
H -3.91213 1.76604 -4.78314 0.26
O 1.55729 0.96236 0.11512 0.76
P 2.50406 1.87239 0.81197 -1.78
N 1.78074 3.31992 1.11983 0.52
C 1.98412 3.99938 2.40378 -1.05
C 0.56856 3.74752 0.39196 -0.08
N 3.84240 2.25941 -0.08096 0.28
C 4.56450 1.15814 -0.70919 -0.89
C 4.03526 3.48076 -0.91626 -0.84
N 3.15120 1.25433 2.21578 0.57
C 4.54185 1.25440 2.64282 -1.22
C 2.24115 0.39913 3.04871 -0.80
H 1.18863 3.94726 3.12283 0.05
H 2.22794 5.01636 2.06677 0.40
H 2.84915 3.62738 2.96436 0.32
H 0.59484 4.82279 0.20278 0.52
H -0.28880 3.44274 0.98082 -0.19
H 0.44821 3.23284 -0.58065 -0.68
H 4.37758 1.13298 -1.82232 0.19
H 5.62983 1.23656 -0.56629 0.43
H 4.34392 0.18212 -0.31160 0.16
H 5.12185 3.65188 -1.14158 0.37
H 3.51962 3.24761 -1.86227 0.14
H 3.73674 4.36316 -0.37323 0.27
H 4.94542 2.26466 2.45552 0.37
H 4.41134 1.15203 3.73294 0.48
H 5.27282 0.45753 2.32274 0.20
H 1.34590 0.10730 2.51104 -0.35
H 1.86773 0.90257 3.94898 0.35
H 2.70048 -0.54130 3.34148 0.49
```

E_LUMO, Eh: -0.0448
Total charge: +1


No. 2
Entry from the Open Molecules 2025 dataset: C17H23BrO4S4Ti as an isolated structure (ωB97M-V/def2-TZVPD).

Structure (XYZ):
```
50
Properties=species:S:1:pos:R:3:lowdin_spin:R:1
Ti 0.25905 -0.67192 -0.24075 1.65
C 0.51795 2.98379 -1.27675 0.01
C -0.88467 2.94233 -0.70224 0.00
S -1.09740 1.79461 0.69813 0.02
C -0.68972 2.75538 2.17070 0.00
C 0.68808 2.50978 2.92641 0.00
S 1.19495 0.83689 3.09205 0.01
C 3.06229 0.92502 3.27446 0.00
C 3.67536 0.74556 1.93419 0.01
S 2.33818 1.08319 0.67726 0.02
C 3.45775 1.16818 -0.75451 0.00
C 2.78299 1.64974 -1.95221 0.00
S 0.94242 1.30765 -1.85025 0.02
H 1.27087 3.26174 -0.55154 0.00
H 0.60479 3.60346 -2.20152 0.00
H -1.62350 2.67719 -1.49081 0.00
H -1.21055 3.85439 -0.27162 0.00
H -1.46134 2.50229 2.94832 0.00
H -0.71619 3.84006 1.92443 0.00
H 0.61559 2.90210 3.94951 0.00
H 1.40631 3.09602 2.29856 0.00
H 3.31562 0.16974 4.04075 0.00
H 3.14875 1.94482 3.67253 0.00
H 4.05324 -0.26045 1.78118 0.00
H 4.46730 1.44209 1.75049 0.00
H 3.75501 0.12216 -0.84650 0.00
H 4.33848 1.79417 -0.50211 0.00
H 3.12331 1.20916 -2.95471 0.00
H 2.87454 2.77580 -2.02421 0.00
C 2.11409 -3.97901 -0.89968 0.01
C 1.54677 -2.67110 -0.56629 0.06
O 1.14443 -2.26164 0.55797 0.02
O 1.38006 -1.79713 -1.50408 0.01
H 2.42062 -4.50628 0.01230 0.00
H 3.02583 -3.80985 -1.52332 0.00
H 1.35654 -4.53872 -1.54375 0.00
Br -3.57791 0.10956 -2.74205 0.00
C -4.04243 -1.46748 -1.81385 0.01
C -5.27898 -1.92442 -2.13288 0.00
C -5.73447 -3.08343 -1.52583 0.01
C -5.11483 -3.61986 -0.38289 0.00
C -3.93111 -3.00246 0.04410 0.01
C -3.26878 -2.00970 -0.73075 0.00
C -1.98303 -1.37455 -0.35654 0.06
O -1.51520 -1.31533 0.82915 0.02
O -1.26522 -0.83754 -1.30410 0.01
H -5.86029 -1.44333 -2.98960 0.00
H -6.61771 -3.58213 -1.98061 0.00
H -5.59775 -4.44008 0.10885 0.00
H -3.41012 -3.41045 0.92461 0.00
```

2S+1: 3
E_LUMO (alpha / beta), Eh: 0.0075 / 0.0072
Expectation value of S²: 2.006
Total charge: 0
ΔE to the lowest compared entry with this formula, charge and spin, eV: 0.835


No. 3
Entry from the Open Molecules 2025 dataset: C4H2LiO as an isolated structure (ωB97M-V/def2-TZVPD).

Structure (XYZ):
```
8
Properties=species:S:1:pos:R:3:lowdin_spin:R:1
C -2.47233 -0.04879 0.05714 0.33
C -1.50752 0.60777 -0.42511 0.04
C -0.28764 0.36390 0.12000 0.48
C 1.00568 -0.05051 0.01357 0.08
O 2.07419 0.64181 0.15861 0.01
Li 3.44515 0.22648 0.11174 0.01
H -3.37058 -0.61741 0.23115 0.03
H 1.11305 -1.12326 -0.26710 0.02
```

2S+1: 2
E_LUMO (alpha / beta), Eh: -0.0297 / -0.0313
Expectation value of S²: 0.786
Total charge: 0
ΔE to the lowest compared entry with this formula, charge and spin, eV: 1.804


No. 4
Entry from the Open Molecules 2025 dataset: C33H39IN3O2SeSiV as an isolated structure (ωB97M-V/def2-TZVPD).

Structure (XYZ):
```
81
Properties=species:S:1:pos:R:3:lowdin_spin:R:1
V 1.38621 -1.03998 -0.55282 1.92
I 5.29016 -1.36048 -5.04124 0.00
C 4.92325 -1.03487 -3.02913 0.00
C 5.93547 -0.67576 -2.14604 0.01
C 5.63006 -0.47634 -0.80811 0.00
C 4.32669 -0.63385 -0.38702 0.01
N 3.34367 -0.97265 -1.23827 0.01
C 3.63981 -1.17282 -2.53226 0.01
H 6.95132 -0.55692 -2.49916 0.00
H 6.39540 -0.20197 -0.09636 0.00
H 4.04946 -0.48987 0.65044 0.00
H 2.82391 -1.46305 -3.18046 0.00
C -0.95714 -1.48871 2.55641 0.00
N -1.07330 -2.80236 1.93510 0.00
C -0.10891 -3.46564 1.29498 0.01
Se 1.68215 -2.94041 1.00842 0.00
N -0.59370 -4.65324 0.90453 0.00
C -1.92114 -4.77708 1.30688 0.00
C -2.85039 -5.79909 1.16468 0.00
C -4.10072 -5.56714 1.70245 0.00
C -4.41430 -4.36513 2.35592 0.00
C -3.48720 -3.35148 2.49743 0.00
C -2.22964 -3.58811 1.95690 0.00
H 0.09115 -1.22628 2.64218 0.00
H -1.39890 -1.52732 3.54970 0.00
H -1.46553 -0.73832 1.95268 0.00
H -0.03322 -5.35252 0.44284 0.00
H -2.60940 -6.72930 0.66887 0.00
H -4.85961 -6.33301 1.62349 0.00
H -5.40707 -4.23505 2.76358 0.00
H -3.72982 -2.42975 3.00802 0.00
C 1.35739 4.61733 0.08576 0.00
C 1.77035 3.14499 -0.09046 0.00
C 2.94178 2.85271 0.85505 0.00
C 2.22598 2.87567 -1.53047 0.00
Si 0.30172 2.06817 0.37385 0.00
O 0.74104 0.46457 -0.01876 0.00
C -0.08131 2.04893 2.19280 0.00
C 0.75789 1.38324 3.09311 0.00
C 0.50943 1.40819 4.45735 0.00
C -0.58588 2.10797 4.94775 0.00
C -1.42524 2.78165 4.07305 0.00
C -1.17394 2.75270 2.70712 0.00
C -1.26564 2.32001 -0.61883 0.00
C -2.38620 1.56690 -0.24307 0.00
C -3.56764 1.61020 -0.96884 0.00
C -3.65573 2.41656 -2.09658 0.00
C -2.56297 3.17703 -2.48442 0.00
C -1.38210 3.12826 -1.75318 0.00
H 2.21672 5.26614 -0.10498 0.00
H 1.01995 4.81692 1.10552 0.00
H 0.56229 4.91612 -0.59697 0.00
H 3.80552 3.45812 0.56621 0.00
H 3.24999 1.80272 0.81235 0.00
H 2.69859 3.09100 1.89122 0.00
H 3.06526 3.52906 -1.78507 0.00
H 1.44072 3.05434 -2.26638 0.00
H 2.57474 1.84367 -1.64966 0.00
H 1.62616 0.84110 2.72926 0.00
H 1.17512 0.89564 5.14028 0.00
H -0.77799 2.13638 6.01227 0.00
H -2.27276 3.33692 4.45282 0.00
H -1.83906 3.28906 2.03993 0.00
H -2.34698 0.95591 0.65355 0.00
H -4.42667 1.03569 -0.64555 0.00
H -4.57920 2.46558 -2.65856 0.00
H -2.63116 3.82106 -3.35155 0.00
H -0.55577 3.74697 -2.07573 0.00
C -1.23358 -0.31922 -3.41136 0.00
C -1.82071 -1.69961 -3.11158 0.00
C -0.98111 -2.17126 -1.94150 0.01
O 0.34737 -1.56492 -2.16454 0.02
C 0.25018 -0.55038 -3.24547 0.01
H -1.58896 0.41870 -2.69056 0.00
H -1.47361 0.03132 -4.41294 0.00
H -1.70217 -2.37119 -3.96217 0.00
H -2.87599 -1.65413 -2.85071 0.00
H -0.83005 -3.24646 -1.88502 0.00
H -1.36323 -1.78627 -0.99110 0.00
H 0.70859 -0.99659 -4.12768 0.00
H 0.81016 0.33099 -2.93011 0.00
```

2S+1: 3
E_LUMO (alpha / beta), Eh: -0.2211 / -0.2150
Expectation value of S²: 2.013
Total charge: +2
ΔE to the lowest compared entry with this formula, charge and spin, eV: 0.058


Q: Which largest force on an atom values were calculated for the entries above? A: 0.08427, 0.08953, 0.10190, 0.00559, in Eh/bohr.
Q: Which molar mass values were calculated for the entries above? A: 1155.70, 547.41, 73.00, 794.59, in g/mol.